C29H67CsN5O4PSSi5Te | ωB97M-V/def2-TZVPD

```
114
Properties=species:S:1:pos:R:3
Cs -0.565 -0.473 -0.238
C 3.949 3.528 2.605
C 3.152 2.918 3.693
N 3.355 3.056 4.967
N 2.369 2.291 5.536
C 1.566 1.674 4.646
S 0.249 0.695 4.912
N 2.089 2.092 3.454
N 1.626 1.778 2.180
H 4.652 4.239 3.031
H 3.290 4.025 1.893
H 4.493 2.754 2.064
H 2.278 2.224 6.531
H 2.116 0.926 1.888
H 0.628 1.591 2.262
C -5.830 -0.874 2.058
Si -4.107 -1.069 1.270
C -2.957 -1.406 2.740
C -4.185 -2.752 0.394
C -3.619 0.281 0.168
Si -4.090 0.139 -1.581
C -3.326 -1.327 -2.533
C -5.960 -0.067 -1.883
C -3.603 1.655 -2.598
Si -3.630 1.939 0.862
C -5.267 2.892 0.658
C -3.275 2.059 2.716
C -2.298 3.140 0.171
C -2.607 4.355 -0.446
C -1.599 5.224 -0.828
C -0.285 4.866 -0.578
C -0.048 3.646 0.035
N -1.012 2.802 0.398
H -6.100 -1.732 2.683
H -6.587 -0.766 1.276
H -5.872 0.024 2.681
H -3.391 -2.193 3.366
H -2.802 -0.529 3.371
H -1.968 -1.755 2.427
H -4.426 -3.532 1.124
H -3.226 -3.009 -0.066
H -4.945 -2.779 -0.391
H -3.977 -2.204 -2.500
H -2.346 -1.645 -2.174
H -3.199 -1.049 -3.583
H -6.343 -0.952 -1.365
H -6.191 -0.173 -2.948
H -6.502 0.801 -1.498
H -2.518 1.789 -2.603
H -4.052 2.580 -2.225
H -3.919 1.522 -3.637
H -6.056 2.307 1.140
H -5.547 3.003 -0.394
H -5.248 3.885 1.119
H -4.010 1.507 3.309
H -3.315 3.109 3.025
H -2.283 1.678 2.967
H -3.644 4.608 -0.630
H -1.833 6.160 -1.322
H 0.543 5.499 -0.871
H 0.965 3.327 0.249
C -1.381 -6.250 1.777
C -0.876 -4.911 1.291
O 0.532 -4.839 1.566
P 1.207 -3.375 1.416
O 0.642 -2.653 0.243
Te 3.537 -3.677 1.643
O 0.612 -2.580 2.696
C 0.932 -2.965 4.035
C -0.351 -3.085 4.828
H -2.447 -6.345 1.565
H -1.227 -6.348 2.853
H -0.848 -7.061 1.279
H -1.398 -4.093 1.797
H -1.034 -4.792 0.217
H 1.578 -2.192 4.457
H 1.486 -3.906 4.032
H -0.903 -2.145 4.800
H -0.124 -3.329 5.869
H -0.987 -3.870 4.413
C 4.600 0.114 0.551
O 3.755 -0.094 1.674
H 4.162 -0.275 -0.368
H 5.577 -0.357 0.700
H 4.742 1.189 0.435
H 3.570 -1.054 1.714
C 2.108 2.264 -5.411
Si 1.196 1.888 -3.769
C -0.095 3.272 -3.656
C 2.547 2.283 -2.485
C 0.481 0.262 -3.560
Si 1.390 -1.260 -3.844
C 3.043 -1.298 -2.918
C 1.878 -1.663 -5.650
C 0.436 -2.797 -3.279
H 2.507 3.285 -5.440
H 1.432 2.134 -6.261
H 2.946 1.572 -5.552
H 0.366 4.260 -3.758
H -0.630 3.246 -2.704
H -0.837 3.162 -4.453
H 2.936 3.303 -2.590
H 3.386 1.589 -2.599
H 2.164 2.161 -1.470
H -0.582 0.199 -3.818
H 3.731 -0.530 -3.287
H 3.538 -2.269 -3.011
H 2.868 -1.120 -1.854
H 2.460 -0.845 -6.085
H 0.979 -1.785 -6.263
H 2.469 -2.583 -5.724
H 0.473 -2.907 -2.192
H 0.853 -3.710 -3.716
H -0.612 -2.729 -3.586
```

**Strongest force on any atom**: 1.5 eV/A
**2S+1**: 1
**Total charge**: -2
**ΔE to the lowest compared entry with this formula, charge and spin**: 13.0 kcal/mol



C29H67N2O7PSi | ωB97M-V/def2-TZVPD

```
107
Properties=species:S:1:pos:R:3
C -2.143 6.594 -1.012
C -1.397 5.761 -2.052
C -0.778 4.483 -1.474
O -0.409 4.576 -0.106
C 0.734 5.403 0.122
Si 2.244 4.294 0.418
C 2.902 3.403 -1.108
C 3.742 4.251 -2.080
C 2.974 5.387 -2.786
C 2.970 5.304 -4.324
C 1.669 5.825 -4.950
C 0.559 4.793 -5.189
C 0.999 3.497 -5.864
C -0.161 2.552 -6.190
C -0.946 2.024 -4.995
O -0.252 0.993 -4.313
C 0.477 1.414 -3.184
C 1.744 3.081 1.764
C 2.383 1.718 1.633
O 1.930 0.900 2.736
C 2.681 -0.172 3.016
O 3.366 -0.761 2.234
P 3.818 5.613 1.372
O 3.332 5.975 2.709
O 5.234 4.857 1.419
O 4.197 6.862 0.418
H -2.577 7.476 -1.484
H -2.953 6.021 -0.558
H -1.485 6.929 -0.211
H -0.647 6.375 -2.558
H -2.117 5.451 -2.815
H -1.493 3.661 -1.526
H 0.099 4.186 -2.063
H 0.562 5.978 1.038
H 0.868 6.135 -0.682
H 3.512 2.560 -0.766
H 2.053 2.956 -1.638
H 4.611 4.657 -1.553
H 4.156 3.588 -2.845
H 1.936 5.388 -2.442
H 3.419 6.344 -2.503
H 3.788 5.920 -4.706
H 3.192 4.285 -4.645
H 1.883 6.333 -5.893
H 1.269 6.595 -4.281
H 0.027 4.579 -4.257
H -0.182 5.260 -5.847
H 1.501 3.750 -6.804
H 1.732 2.961 -5.256
H 0.241 1.674 -6.702
H -0.859 3.053 -6.868
H -1.884 1.589 -5.348
H -1.215 2.823 -4.293
H -0.131 1.357 -2.272
H 1.340 0.757 -3.067
H 0.838 2.442 -3.293
H 1.964 3.521 2.739
H 0.657 2.981 1.685
H 2.101 1.234 0.696
H 3.474 1.765 1.671
H 2.605 -0.456 4.075
H 5.467 4.446 0.577
H 3.417 7.247 -0.002
C 2.833 -5.950 4.755
C 2.188 -4.634 4.350
N 1.160 -4.786 3.334
C 0.732 -3.523 2.759
C 0.000 -2.525 3.667
C 0.102 -5.732 3.641
C -0.733 -5.499 4.908
H 3.251 -6.459 3.886
H 3.641 -5.760 5.463
H 2.127 -6.623 5.242
H 2.957 -3.983 3.924
H 1.824 -4.126 5.259
H 0.100 -3.744 1.894
H 1.627 -3.037 2.359
H -1.033 -2.817 3.854
H -0.026 -1.546 3.183
H 0.500 -2.403 4.629
H 0.546 -6.728 3.707
H -0.560 -5.771 2.771
H -0.113 -5.215 5.760
H -1.250 -6.423 5.178
H -1.494 -4.732 4.772
C -6.153 -8.063 -0.208
C -5.889 -6.903 0.739
N -4.944 -7.226 1.795
C -4.889 -6.220 2.843
C -4.370 -4.824 2.478
C -3.663 -7.756 1.355
C -2.810 -6.885 0.422
H -6.503 -8.938 0.341
H -6.920 -7.779 -0.929
H -5.264 -8.344 -0.773
H -6.827 -6.630 1.230
H -5.587 -6.025 0.145
H -4.286 -6.623 3.662
H -5.904 -6.118 3.240
H -3.286 -4.809 2.360
H -4.617 -4.118 3.274
H -4.818 -4.447 1.558
H -3.847 -8.713 0.862
H -3.087 -7.999 2.252
H -3.412 -6.412 -0.356
H -2.055 -7.496 -0.074
H -2.287 -6.100 0.967
```

**Strongest force on any atom**: 0.6 eV/A
**2S+1**: 1
**SMILES**: CCCOC[Si@](CCCCCCCCCOC)(CCOC=O)P(=O)(O)O.CCN(CC)CC.CCN(CC)CC
**ΔE to the lowest compared entry with this formula, charge and spin**: 0.0 kcal/mol



no.,electronic energy (eV)
1,-114163.200
2,-65640.322